[1]
Molecular formula: C45H34ClN5O8PReS2
Method: DFT, ωB97M-V with the def2-TZVPD basis set

Calculated values
F_max   2.42 eV Å⁻¹
E_LUMO (spin up / spin down)   -0.9 / -0.9 eV
Multiplicity   1
Relative energy (zero: lowest compared OMol25 entry of this formula, charge and spin)   224.2 kJ/mol
HOMO level (spin up / spin down)   -7.57 / -7.56 eV
Gap between HOMO and LUMO (spin up / spin down)   6.7 / 6.7 eV

Atoms and positions in Å:
O1 -1.154 -1.373 -0.201
C1 -0.556 0.038 4.464
C2 0.019 0.157 3.101
H1 -0.439 -5.250 1.816
O2 3.331 -0.057 -1.357
H2 -0.213 -2.123 3.471
C3 -0.103 -2.361 -2.812
H3 -0.522 3.859 -2.895
C4 -1.395 1.079 6.475
C5 -1.497 -3.884 -4.051
H4 4.293 4.028 1.517
H5 2.983 5.634 2.857
C6 -1.382 3.068 1.032
C7 -3.060 0.411 -1.727
Re1 0.890 -0.119 0.220
H6 -1.905 4.413 2.614
C8 -0.831 -1.228 5.009
H7 0.164 -3.425 0.220
H8 -3.172 0.353 -0.652
C9 0.430 3.351 -2.939
C10 1.914 1.602 -2.227
C11 2.239 0.481 -1.278
C12 -2.909 4.705 -0.599
O3 -0.119 -0.795 2.258
C13 -2.292 3.583 -1.124
H9 -2.629 0.650 -5.547
H10 -1.613 1.974 7.043
C14 -1.842 0.837 -2.259
C15 -1.664 -0.177 7.007
O4 2.450 -0.907 1.451
H11 -3.192 5.928 1.144
H12 -0.623 2.143 4.774
H13 -1.590 -2.305 6.682
C16 3.047 -2.582 -0.076
C17 3.233 -3.705 -1.950
C18 0.862 -3.349 -2.689
C19 -1.386 -1.319 6.283
C20 3.434 4.517 1.060
C21 -4.104 0.057 -2.561
C22 -1.999 4.195 1.557
H14 -3.541 5.316 -1.231
H15 -2.092 -0.263 7.998
N1 0.622 1.285 2.839
C23 -0.509 -4.851 -3.969
C24 -1.288 -2.644 -3.471
C25 -2.286 -4.302 2.397
N2 1.912 -2.402 -0.731
H16 1.258 4.783 -4.296
H17 -2.058 -1.892 -3.520
S1 2.542 3.255 0.085
H18 -2.583 -5.072 3.093
O5 4.134 -2.241 1.991
H19 1.395 -5.379 -3.169
C26 -2.735 5.035 0.738
C27 -2.750 0.583 -4.474
C28 1.436 3.872 -3.739
H20 -5.042 -0.287 -2.143
C29 3.930 -3.413 -0.794
O6 -0.559 -2.373 4.352
H21 3.863 1.601 -3.086
C30 -0.740 -3.411 0.806
C31 1.750 2.605 1.480
H22 -2.469 3.324 -2.160
H23 3.446 3.637 -4.461
C32 -0.844 1.179 5.212
C33 -3.957 0.159 -3.940
H24 -0.848 2.409 1.702
C34 2.667 3.234 -3.826
N3 2.011 -3.116 -1.877
C35 3.246 -1.866 1.223
C36 -1.688 0.907 -3.639
C37 -2.657 -2.196 1.328
C38 -3.067 -3.173 2.204
H25 1.673 5.622 1.644
N4 1.146 1.446 1.572
H26 0.061 -1.393 -2.362
H27 -0.742 1.212 -4.069
H28 3.770 5.283 0.363
P1 -0.547 1.375 -1.083
C39 2.904 2.101 -3.068
H29 -0.655 -5.820 -4.427
S2 1.717 3.594 2.929
C40 -1.100 -4.405 1.686
C41 0.659 -4.598 -3.271
H30 -2.429 -4.097 -4.559
H31 -3.990 -3.044 2.748
C42 -1.475 2.775 -0.326
C43 5.280 -3.956 -0.448
C44 2.475 5.040 2.098
C45 0.660 2.205 -2.184
N5 -1.507 -2.317 0.640
H32 5.080 -3.165 1.318
O7 5.698 -3.749 0.781
Cl1 3.783 -4.550 -3.312
H33 -4.780 -0.097 -4.595
O8 5.924 -4.580 -1.256
H34 -3.207 -1.285 1.151



[2]
Molecular formula: C45H34IN15OPYb
Method: DFT, ωB97M-V with the def2-TZVPD basis set

Calculated values
F_max   4.38 eV Å⁻¹
E_LUMO (spin up / spin down)   -1.1 / -1.1 eV
<S²>   0.751
Multiplicity   2
Relative energy (zero: lowest compared OMol25 entry of this formula, charge and spin)   504.8 kJ/mol
HOMO level (spin up / spin down)   -6.69 / -6.69 eV
Gap between HOMO and LUMO (spin up / spin down)   5.6 / 5.6 eV

Atoms and positions in Å:
C1 1.054 -0.091 -0.882
N1 2.878 -0.142 5.177
C2 -4.593 -2.051 0.667
C3 -3.186 2.498 1.689
H1 6.225 -2.240 3.695
N2 1.398 1.642 -4.271
C4 3.097 3.010 -0.165
N3 0.555 -1.191 -0.307
C5 -2.000 3.073 2.175
C6 -1.146 -1.421 -1.981
C7 -0.568 -1.769 -0.724
H2 0.342 2.960 -6.280
H3 -1.842 -0.074 4.943
I1 0.476 -5.178 4.367
C8 2.066 3.855 -5.329
N4 4.858 -0.948 5.538
H4 -0.893 -0.184 -3.710
N5 1.984 0.797 1.183
N6 3.199 -0.711 4.032
H5 1.155 6.506 -9.493
C9 -3.304 1.084 1.586
C10 5.095 -1.878 2.076
C11 2.032 2.936 -4.259
C12 2.803 5.071 -5.149
C13 1.138 -4.315 0.169
C14 -0.516 -0.429 -2.742
C15 1.814 0.911 -0.167
C16 0.196 -6.445 1.625
H6 -0.216 0.305 2.923
C17 -3.681 -0.256 6.071
H7 -5.590 -0.604 6.940
H8 -6.315 -2.084 5.187
P1 -2.336 -1.414 2.341
C18 -2.261 0.341 2.074
H9 -0.015 -7.495 -0.230
C19 -5.283 -1.721 5.144
C20 2.720 1.696 1.815
C21 -4.892 -0.860 6.155
H10 3.965 3.440 1.783
C22 -2.851 -0.537 4.987
O1 1.260 7.252 -7.544
C23 1.428 6.100 -6.873
Yb1 1.316 -1.500 2.082
H11 1.159 1.102 -5.106
C24 3.314 2.823 1.183
H12 3.667 5.069 -4.469
C25 0.696 7.280 -8.883
H13 0.950 8.280 -9.277
N7 -0.898 -1.959 2.451
C26 1.355 1.204 -2.965
C27 -0.930 2.286 2.583
C28 -1.077 0.921 2.579
H14 -5.413 -1.998 -1.380
C29 2.318 2.097 -0.847
H15 -1.958 4.146 2.136
H16 -4.005 3.117 1.357
N8 5.879 -2.100 0.977
H17 2.821 1.459 2.902
H18 1.548 -3.446 -0.325
H19 -3.361 0.294 6.937
C30 -3.364 -2.420 1.288
H20 2.874 7.178 -5.549
H21 -0.100 -7.288 2.226
C31 -3.262 -1.380 3.967
H22 0.030 2.757 2.796
C32 4.452 -1.256 4.306
C33 0.723 -5.450 -0.509
C34 2.413 6.195 -5.757
C35 -4.815 -2.542 -0.653
N9 1.168 -4.210 1.536
C36 0.640 -5.217 2.228
C37 0.764 4.902 -7.071
N10 5.367 -1.750 3.403
N11 3.775 -1.846 0.396
H23 -2.117 -4.138 1.634
C38 2.066 2.212 -2.254
N12 2.388 3.291 -3.016
H24 -4.177 0.632 1.171
C39 -3.220 -4.316 -0.201
H25 3.546 3.780 -0.779
C40 -2.842 -3.709 0.971
H26 -4.703 -2.698 3.296
H27 -0.402 7.142 -8.790
H28 0.072 4.853 -7.911
H29 -2.066 -1.902 -2.331
C41 1.040 3.805 -6.263
H30 0.766 -5.391 -1.599
C42 -4.482 -1.986 4.071
H31 -5.291 -1.376 1.095
N13 4.993 -2.121 -0.024
N14 3.810 -1.656 1.703
C43 0.631 0.180 -2.275
C44 0.267 -6.556 0.265
H32 -4.286 -4.096 -2.101
H33 -2.917 -5.321 -0.371
N15 3.697 -0.581 6.105
C45 -4.103 -3.681 -1.116
H34 -0.967 -2.555 -0.065



- Which of these has the highest F_max?
  C45H34IN15OPYb



- What is the multiplicity in the first record?
  1



- What is the F_max in the first record?
  2.42 eV Å⁻¹